Entry 1:
DFT (the ωB97M-V functional and the def2-TZVPD basis) results for a cluster of 2 separate species, C3H12OSi2 in total in a non-equilibrium geometry.

## Properties
LUMO (eV): 0.33
SMILES: CO[SiH2]C.C=[SiH2]
Multiplicity: 1
Energy above the lowest of the compared OMol25 structures with the same formula, charge and spin (kcal/mol): 92.68
Total charge: 0
Gap between HOMO and LUMO (eV): 8.75

Structure (XYZ):
```
18
Properties=species:S:1:pos:R:3:lowdin_charge:R:1
C -0.46749 -1.33978 -2.88379 -0.12
O -1.09817 -0.42191 -2.02971 -0.35
Si -0.77943 0.36819 -0.66850 0.54
C -2.43044 0.31439 0.42807 -0.21
H -0.49854 -2.29936 -2.46710 0.07
H 0.56888 -1.07686 -2.97263 0.08
H -0.88082 -1.28259 -3.82354 0.06
H 0.18909 -0.46171 0.43916 -0.02
H 0.11228 1.38418 -1.10325 -0.05
H -2.14998 0.86379 1.30085 -0.01
H -3.42417 0.43930 -0.00908 0.02
H -2.45251 -0.74655 0.73840 0.02
C 2.68533 0.85741 1.32173 -0.31
Si 1.75286 0.62383 2.82089 0.64
H 3.59331 1.38131 1.51165 -0.07
H 2.47491 0.61282 0.31392 -0.08
H 2.37459 0.93335 4.12353 -0.12
H 0.43030 -0.14980 2.95942 -0.10
```

Entry 2:
DFT (the ωB97M-V functional and the def2-TZVPD basis) results for a cluster of 18 separate species, C18H36Cl36 in total in a non-equilibrium geometry.

## Properties
LUMO (eV): 0.11
Multiplicity: 1
Energy above the lowest of the compared OMol25 structures with the same formula, charge and spin (kcal/mol): 0.00
Total charge: 0
Gap between HOMO and LUMO (eV): 10.79

Structure (XYZ):
```
90
Properties=species:S:1:pos:R:3:lowdin_charge:R:1
C 2.19715 2.62800 -3.75976 -1.04
Cl 3.55362 1.50806 -3.83691 0.51
Cl 2.74506 4.30062 -4.13613 0.50
H 1.40710 2.30675 -4.43771 -0.01
H 1.84376 2.74324 -2.72087 -0.03
C -0.17696 -6.93921 1.28306 -1.09
Cl 0.04928 -8.56615 0.68522 0.54
Cl 0.39653 -5.71356 0.19679 0.51
H -1.19672 -6.66178 1.43455 -0.04
H 0.36138 -6.83948 2.25213 0.02
C -4.81463 -0.32015 -3.22343 -1.02
Cl -3.90057 -1.63483 -2.57368 0.57
Cl -6.27162 0.04489 -2.24672 0.50
H -4.21591 0.60176 -3.32034 0.00
H -5.21180 -0.59159 -4.19080 0.02
C -1.39072 4.63939 1.32527 -0.98
Cl -0.82797 4.06358 -0.24518 0.54
Cl -3.18777 4.67840 1.42523 0.52
H -1.07484 3.96547 2.11631 -0.02
H -0.95445 5.62132 1.47634 0.02
C 3.30284 -1.86200 -1.61239 -1.02
Cl 4.69138 -1.10413 -0.80187 0.54
Cl 2.97210 -3.54097 -1.13278 0.54
H 2.42773 -1.25312 -1.39730 -0.08
H 3.62330 -1.90257 -2.64248 0.01
C 0.49043 1.06156 5.49492 -1.00
Cl 1.36029 2.29323 6.45893 0.53
Cl -0.69438 1.71460 4.38114 0.51
H 1.18072 0.39879 5.00701 -0.01
H -0.13218 0.48410 6.14848 0.01
C 5.87006 -1.78027 2.75444 -1.06
Cl 7.59836 -1.93890 2.34468 0.48
Cl 5.73115 -1.19245 4.39651 0.50
H 5.37241 -1.07515 2.05164 -0.02
H 5.41650 -2.74857 2.72866 0.01
C 2.97166 3.42049 3.31998 -0.97
Cl 1.65805 4.54715 2.94259 0.53
Cl 2.67223 1.87728 2.52213 0.55
H 3.90848 3.84069 3.00577 0.01
H 2.91164 3.30303 4.36624 -0.04
C -0.78711 -0.29060 -3.55283 -0.98
Cl -1.17920 1.43774 -3.28033 0.52
Cl 0.94676 -0.54368 -3.79622 0.55
H -1.01804 -0.80204 -2.64068 -0.07
H -1.28839 -0.53255 -4.44140 0.01
C -3.84080 -4.84013 -1.12636 -1.07
Cl -3.01878 -6.45660 -1.04578 0.51
Cl -5.27341 -4.66784 -0.14681 0.55
H -3.07853 -4.15277 -0.76352 -0.06
H -4.12914 -4.66236 -2.15232 0.00
C 1.63588 6.38369 -1.08377 -1.02
Cl 0.39139 6.87885 -2.30021 0.45
Cl 3.14694 7.25163 -1.43984 0.49
H 1.29462 6.62324 -0.09196 0.01
H 1.85833 5.31638 -1.10277 -0.01
C 5.18170 2.35442 -0.39786 -1.01
Cl 6.51872 1.49786 0.49964 0.47
Cl 4.89991 3.98649 0.18213 0.54
H 5.40018 2.38483 -1.45092 0.01
H 4.34349 1.71701 -0.16344 -0.07
C 0.32252 0.53449 0.42826 -0.99
Cl 1.67723 0.97267 -0.64883 0.57
Cl -0.34166 -1.02607 0.03910 0.59
H 0.64982 0.56907 1.46630 -0.05
H -0.49048 1.22352 0.28698 -0.03
C 1.30968 -2.98963 2.15412 -1.03
Cl 2.06056 -1.48449 2.76199 0.52
Cl 1.67473 -4.30482 3.29914 0.52
H 0.24105 -2.81936 2.04090 -0.06
H 1.87649 -3.19433 1.26399 -0.06
C -0.66735 -5.37446 -3.54057 -1.00
Cl -0.66817 -3.94808 -2.48432 0.49
Cl 0.92564 -5.56123 -4.26719 0.52
H -0.83377 -6.28019 -2.97272 0.00
H -1.34108 -5.18062 -4.33306 0.01
C -4.44563 4.78812 -2.17506 -1.02
Cl -5.35422 4.95723 -3.66353 0.54
Cl -4.08090 3.11530 -1.73879 0.49
H -3.47301 5.22349 -2.27690 0.01
H -5.03144 5.20666 -1.37188 0.02
C -3.16321 -2.52734 2.34862 -0.98
Cl -2.34881 -4.04558 1.78751 0.54
Cl -2.18964 -1.48123 3.39037 0.51
H -3.39304 -2.04509 1.39480 -0.04
H -3.99238 -2.81639 2.98461 0.02
C -4.74698 1.18294 1.25026 -1.02
Cl -5.55081 0.15028 2.44475 0.54
Cl -3.40922 0.36467 0.47526 0.53
H -5.39766 1.37647 0.38813 -0.02
H -4.48555 2.15286 1.72333 0.01
```

Entry 3:
DFT (the ωB97M-V functional and the def2-TZVPD basis) results for a cluster of 2 separate species, C10H12FISi in total in a non-equilibrium geometry.

## Properties
LUMO (spin up / spin down) (eV): 0.46 / -0.98
Multiplicity: 3
Total charge: 0
⟨S²⟩: 2.020
Gap between HOMO and LUMO (spin up / spin down) (eV): 6.43 / 8.27

Structure (XYZ):
```
25
Properties=species:S:1:pos:R:3:lowdin_charge:R:1
C 1.46061 2.15737 -1.33326 -0.01
C 1.60743 2.22665 1.02087 0.00
C 0.60184 1.06042 -1.26007 -0.14
C 0.61077 1.22665 1.09407 -0.14
C 2.02426 2.76472 -0.20366 -0.35
C 0.06460 0.67407 -0.04521 -0.38
C -2.83900 -1.92202 -1.93061 -0.09
C -1.73653 -1.29130 -1.70220 -0.31
C -2.34889 -1.10448 1.34484 -0.24
C 2.06711 -1.64416 1.58930 -0.51
F 2.80593 3.74618 -0.28772 0.15
Si -1.13245 -0.74322 -0.01796 0.77
I 2.98566 -1.71763 -0.27638 0.76
H 1.86696 2.39688 -2.28501 0.10
H 1.95849 2.68078 1.98400 0.13
H 0.31177 0.61644 -2.22431 0.10
H 0.37825 0.85356 2.06676 0.09
H -3.02873 -2.11376 -2.97999 0.06
H -3.54064 -1.99643 -1.13960 0.03
H -0.97637 -1.05924 -2.43995 0.04
H -2.22883 -2.17936 1.72400 0.05
H -2.04798 -0.36020 2.14238 0.03
H -3.37956 -1.09720 0.97899 0.01
H 2.18299 -0.71906 1.97475 -0.11
H 2.33228 -2.45565 2.20595 -0.05
```

Entry 4:
DFT (the ωB97M-V functional and the def2-TZVPD basis) results for a structure of composition C16H48AgClO12 in a non-equilibrium geometry.

## Properties
LUMO (eV): -2.68
Multiplicity: 1
Total charge: 0
Gap between HOMO and LUMO (eV): 6.79

Structure (XYZ):
```
78
Properties=species:S:1:pos:R:3:lowdin_charge:R:1
Ag -2.97084 -0.67971 -2.19492 0.89
Cl 0.11771 -0.45171 -0.77165 0.64
O -0.56126 0.74910 -1.25431 -0.40
O 0.79395 -0.12077 0.42887 -0.31
O -0.91285 -1.45336 -0.52497 -0.40
O 1.04177 -0.91961 -1.78178 -0.33
C 0.99366 -4.73502 -1.71290 -0.07
C 0.81225 -4.93433 -3.26404 -0.26
O -0.60945 -4.71269 -3.52040 -0.11
H 2.07212 -4.76342 -1.55728 0.07
H 0.49262 -5.52430 -1.15246 0.06
H 0.63597 -3.75599 -1.39407 0.05
H 1.05831 -5.96656 -3.51316 0.10
H 1.44780 -4.22138 -3.78928 0.10
H -0.81780 -5.07939 -4.38280 0.06
C 0.38011 1.94080 -6.11160 -0.09
C 0.67303 1.59146 -4.64980 -0.32
O 1.42007 0.39231 -4.62369 -0.07
H 1.28125 1.82617 -6.71402 0.07
H 0.06315 2.96874 -6.28760 0.07
H -0.38346 1.26983 -6.50510 0.07
H -0.27349 1.47356 -4.12225 0.10
H 1.25969 2.42434 -4.26220 0.09
H 1.31715 -0.03942 -3.77243 0.03
C 3.55614 1.53704 3.75742 -0.07
C 3.86355 1.47621 2.24621 -0.29
O 4.95300 0.51585 2.09557 -0.10
H 4.45755 1.79089 4.31519 0.08
H 3.24934 0.52373 4.01663 0.07
H 2.70531 2.18533 3.96701 0.06
H 4.22549 2.42082 1.84025 0.10
H 3.02584 1.24002 1.59006 0.08
H 5.13910 0.36062 1.16667 0.07
C -0.03979 0.09740 4.08301 -0.06
C -1.13398 -0.58578 3.24665 -0.32
O -2.30141 -0.77385 4.00752 -0.08
H -0.37776 1.07553 4.42524 0.07
H 0.87926 0.22203 3.51037 0.06
H 0.13081 -0.40208 5.03668 0.08
H -0.85760 -1.57267 2.87549 0.10
H -1.36958 0.01291 2.36678 0.08
H -2.92066 -1.29601 3.49227 0.07
C 1.85769 3.70571 -1.91163 -0.08
C 2.66206 2.46730 -1.48766 -0.29
O 3.99482 2.84089 -1.09551 -0.07
H 1.73197 4.43888 -1.11491 0.07
H 0.84418 3.34563 -2.08842 0.06
H 2.23374 4.14087 -2.83754 0.07
H 2.69199 1.73492 -2.29439 0.10
H 2.12998 1.94128 -0.69500 0.08
H 4.51309 2.03404 -1.13987 0.07
C -1.49775 -4.59400 1.20651 -0.07
C -3.00398 -4.78433 1.50659 -0.34
O -3.80435 -3.99619 0.70859 -0.08
H -1.32910 -4.96672 0.19621 0.06
H -0.91167 -5.21277 1.88603 0.08
H -1.25075 -3.54782 1.38712 0.06
H -3.07519 -4.47282 2.54871 0.11
H -3.31820 -5.81125 1.32005 0.11
H -3.64261 -4.28632 -0.19211 0.09
C -3.90716 1.59367 0.77337 -0.05
C -4.85513 0.45812 0.27268 -0.32
O -4.16234 -0.74114 0.20397 -0.12
H -3.03502 1.57032 0.11996 0.05
H -3.46565 1.43875 1.75783 0.07
H -4.35886 2.58052 0.67236 0.08
H -5.23580 0.66599 -0.72731 0.10
H -5.72659 0.33937 0.91655 0.11
H -4.18204 -1.18547 1.05473 0.09
C 0.30378 4.34669 2.73356 -0.06
C 0.18330 3.08792 1.86580 -0.35
O -0.05123 3.34868 0.53329 -0.06
H 0.58845 4.18755 3.77363 0.07
H -0.68851 4.78823 2.82580 0.07
H 0.96098 5.11321 2.32288 0.07
H -0.62858 2.44695 2.20943 0.09
H 1.00728 2.39908 2.05195 0.08
H -0.08884 2.47762 0.13151 0.04
```

Entry 5:
DFT (the ωB97M-V functional and the def2-TZVPD basis) results for a structure of composition C4H14O5Rb in a non-equilibrium geometry.

## Properties
LUMO (eV): -2.91
Multiplicity: 1
Energy above the lowest of the compared OMol25 structures with the same formula, charge and spin (kcal/mol): 111.75
Total charge: +1
Gap between HOMO and LUMO (eV): 10.84

Structure (XYZ):
```
24
Properties=species:S:1:pos:R:3:lowdin_charge:R:1
Rb 1.17810 0.34468 0.86095 1.61
O 0.60635 2.35311 0.61023 -0.34
H 1.16783 3.09283 0.37828 0.07
H -0.22745 2.54023 0.17895 0.05
C -1.72693 -1.16142 1.75684 -0.17
C -2.54524 0.15724 2.01811 -0.14
O -2.32801 0.96899 0.82119 -0.09
O -0.32023 -1.05892 1.36672 -0.41
H -2.13232 -1.76074 0.94163 0.12
H -1.88077 -1.76562 2.65092 0.12
H -2.10530 0.70119 2.85397 0.12
H -3.57994 0.12730 2.35956 0.13
H -2.06460 0.45979 0.05118 0.06
H 0.01294 -1.94964 1.23544 0.09
C 2.02311 -1.04664 -1.87996 -0.18
C 1.24532 0.24991 -2.11536 -0.25
O 0.01859 0.37741 -1.37885 -0.19
O 2.58489 -0.80041 -0.57209 -0.31
H 2.77529 -1.14478 -2.66271 0.14
H 1.37207 -1.91807 -1.94970 0.13
H 1.13319 0.46007 -3.17902 0.13
H 1.80387 1.14827 -1.85256 0.12
H -0.32678 1.04538 -1.97562 0.10
H 3.31602 -1.42019 -0.51804 0.10
```

Entry 6:
DFT (the ωB97M-V functional and the def2-TZVPD basis) results for a cluster of 7 separate species, C28H77N7O7 in total in a non-equilibrium geometry.

## Properties
LUMO (eV): 0.33
SMILES: COC[C@H](C)N.COC[C@H](C)N.COC[C@H](C)N.COC[C@H](C)N.COC[C@H](C)N.COC[C@H](C)N.COC[C@H](C)N
Multiplicity: 1
Energy above the lowest of the compared OMol25 structures with the same formula, charge and spin (kcal/mol): 136.78
Total charge: 0
Gap between HOMO and LUMO (eV): 8.89

Structure (XYZ):
```
119
Properties=species:S:1:pos:R:3:lowdin_charge:R:1
C -2.56765 1.05007 0.86270 -0.06
O -1.86187 -0.19391 0.98821 -0.20
C -0.50403 -0.25849 0.63905 -0.18
C -0.29532 -0.26344 -0.87888 -0.41
C -0.53517 -1.58001 -1.67340 -0.03
N 0.87932 0.47235 -1.35363 0.06
H -2.85866 1.16134 -0.18183 0.08
H -1.90702 1.89060 1.07526 0.07
H -3.39182 1.18161 1.56380 0.06
H -0.12412 0.69415 1.00816 0.10
H -0.07776 -1.12214 1.14944 0.12
H -1.09950 0.32009 -1.32709 0.10
H -1.23226 -2.23023 -1.14485 0.08
H 0.46204 -2.01526 -1.60830 0.05
H -0.98364 -1.20379 -2.59288 0.07
H 0.59476 1.36084 -1.74055 0.04
H 1.48333 0.72861 -0.58577 0.05
C 0.92290 -1.01699 -5.23004 -0.10
O 1.52127 -1.36933 -6.50666 -0.17
C 2.84586 -1.91405 -6.27039 -0.21
C 3.81821 -1.03537 -6.98907 -0.45
C 5.12969 -1.69353 -7.34891 -0.09
N 4.19823 0.13141 -6.19285 0.04
H 1.56596 -0.34551 -4.66110 0.07
H 0.71836 -1.89266 -4.61403 0.06
H -0.00529 -0.45033 -5.30385 0.08
H 3.22284 -2.03977 -5.25542 0.12
H 2.85170 -2.90072 -6.73360 0.11
H 3.48551 -0.80323 -8.00076 0.14
H 5.65644 -1.90646 -6.41870 0.07
H 5.94056 -1.16354 -7.84860 0.08
H 4.98011 -2.60962 -7.92032 0.08
H 3.40890 0.72827 -5.99082 0.07
H 4.62146 -0.17926 -5.33003 0.07
C -4.27701 2.69405 3.56054 -0.16
O -5.07239 3.35349 4.49885 -0.20
C -4.85404 4.73984 4.64610 -0.19
C -5.32421 5.11993 6.05337 -0.42
C -6.82787 5.01346 6.25013 -0.07
N -4.80342 6.47011 6.28908 0.02
H -3.22584 2.41574 3.63586 0.08
H -4.45051 3.32987 2.69236 0.09
H -4.69270 1.72189 3.29559 0.08
H -3.77518 4.76097 4.49212 0.12
H -5.34797 5.28850 3.84416 0.13
H -4.87046 4.56647 6.87550 0.14
H -7.05707 5.37648 7.25202 0.07
H -7.12651 3.96713 6.18606 0.08
H -7.46906 5.54667 5.54823 0.08
H -4.95238 7.08563 5.50229 0.07
H -5.21457 6.83624 7.13584 0.07
C 3.47035 -4.90817 -1.02313 -0.11
O 3.39301 -3.99017 -2.09316 -0.22
C 2.20015 -4.08847 -2.85931 -0.19
C 2.45971 -5.30357 -3.79935 -0.38
C 3.93815 -5.33227 -4.40981 -0.03
N 1.55533 -5.43291 -4.94835 0.02
H 2.51055 -5.00794 -0.51625 0.11
H 4.30459 -4.60221 -0.39184 0.08
H 3.91094 -5.84161 -1.37337 0.09
H 1.18825 -4.24702 -2.48646 0.12
H 2.00781 -3.13222 -3.34583 0.09
H 2.16864 -6.14392 -3.16912 0.13
H 4.65712 -5.42945 -3.59634 0.06
H 4.19167 -4.52800 -5.10045 0.06
H 3.97883 -6.25063 -4.99553 0.07
H 1.59825 -4.59492 -5.51051 0.05
H 1.68590 -6.20621 -5.58480 0.07
C 0.06621 3.67080 0.06552 -0.12
O -0.14208 3.11773 -1.20539 -0.22
C -0.44688 4.08200 -2.23151 -0.17
C -1.36212 3.46620 -3.30503 -0.45
C -1.69011 4.37715 -4.49427 -0.06
N -2.59626 2.98297 -2.74531 0.05
H -0.83993 4.16605 0.41445 0.08
H 0.66032 4.58159 0.14042 0.09
H 0.41757 2.91232 0.76505 0.08
H -1.01134 4.95563 -1.90554 0.12
H 0.44251 4.49339 -2.70883 0.13
H -0.84282 2.59817 -3.71117 0.13
H -2.25043 5.28167 -4.25765 0.08
H -2.26345 3.72626 -5.15436 0.07
H -0.82315 4.50253 -5.14292 0.07
H -2.70777 3.44713 -1.85525 0.07
H -2.44966 2.05197 -2.38219 0.05
C -1.30035 -2.81113 3.37702 -0.17
O -2.09616 -2.52241 4.37161 -0.18
C -2.66736 -1.22786 4.51089 -0.14
C -2.94474 -0.80943 6.00455 -0.44
C -3.27235 0.62423 6.06129 -0.10
N -1.76985 -1.01664 6.80662 0.05
H -1.83271 -2.63019 2.44323 0.09
H -0.87828 -3.80775 3.50628 0.11
H -0.52240 -2.05033 3.44081 0.07
H -1.86413 -0.55154 4.21845 0.10
H -3.54313 -1.13713 3.86832 0.13
H -3.79961 -1.33875 6.42541 0.14
H -2.56753 1.31767 5.60253 0.08
H -3.39343 0.88543 7.11258 0.09
H -4.23043 0.87091 5.60375 0.07
H -1.68249 -0.45281 7.64002 0.07
H -1.08521 -0.61807 6.18011 0.06
C 1.62472 0.22010 3.56748 -0.09
O 1.99095 -0.91282 2.77344 -0.20
C 3.30303 -0.81186 2.29392 -0.23
C 3.63770 -2.07314 1.46111 -0.38
C 5.16199 -2.03879 1.14109 -0.06
N 2.84255 -2.15590 0.22680 0.07
H 2.38235 0.33709 4.34233 0.08
H 0.63093 0.23916 4.01481 0.08
H 1.76272 1.06109 2.88793 0.08
H 3.62744 0.11563 1.82208 0.12
H 3.96635 -0.73490 3.15542 0.12
H 3.34264 -2.96199 2.01877 0.13
H 5.42787 -1.02638 0.83705 0.07
H 5.42673 -2.86246 0.47807 0.06
H 5.77074 -2.17685 2.03466 0.07
H 3.06317 -2.86116 -0.46170 0.02
H 2.58627 -1.27327 -0.19199 0.05
```